C29H27Cl2CrN6O3S | the ωB97M-V functional and the def2-TZVPD basis

Positions of all 69 atoms, in Å:
Cr  0.017  0.464  -0.567
O  -3.769  -0.891  -0.104
C  -2.593  -0.673  -0.397
N  -1.917  0.477  -0.397
C  -2.491  1.756  -0.367
C  -3.846  1.996  -0.530
C  -4.295  3.308  -0.602
C  -3.388  4.350  -0.523
C  -2.030  4.111  -0.348
C  -1.563  2.805  -0.245
N  -0.224  2.403  -0.014
C  0.654  3.317  0.445
O  0.495  4.535  0.519
C  1.989  2.795  0.928
C  3.042  3.692  1.086
C  4.233  3.217  1.602
C  4.327  1.877  1.960
C  3.221  1.071  1.765
N  2.080  1.517  1.252
C  -1.727  -1.830  -0.857
C  -2.260  -3.099  -1.012
C  -1.451  -4.092  -1.537
C  -0.144  -3.791  -1.893
C  0.324  -2.502  -1.686
N  -0.454  -1.548  -1.172
H  -4.528  1.164  -0.601
H  -5.350  3.505  -0.730
H  -3.730  5.373  -0.594
H  -1.338  4.931  -0.280
H  2.897  4.726  0.817
H  5.076  3.882  1.734
H  5.237  1.470  2.376
H  3.246  0.018  2.021
H  -3.294  -3.257  -0.740
H  -1.838  -5.092  -1.680
H  0.512  -4.532  -2.326
H  1.336  -2.224  -1.941
Cl  2.442  0.168  -1.111
C  2.433  -0.076  -2.859
C  3.581  -0.610  -3.413
C  3.625  -0.791  -4.786
C  2.524  -0.431  -5.550
C  1.395  0.096  -4.950
Cl  0.058  0.514  -5.972
C  1.293  0.305  -3.565
S  -0.132  0.998  -2.850
H  4.416  -0.871  -2.780
H  4.506  -1.202  -5.258
H  2.528  -0.557  -6.623
C  -2.624  -1.586  3.025
N  -1.496  -0.739  2.690
C  -1.811  0.675  2.562
C  -0.367  -1.220  2.108
O  0.231  -0.566  1.238
N  0.094  -2.435  2.517
C  1.204  -3.040  1.808
C  -0.073  -2.900  3.880
H  -3.472  -1.308  2.392
H  -2.916  -1.469  4.071
H  -2.388  -2.631  2.836
H  -2.211  1.022  3.517
H  -2.557  0.845  1.784
H  -0.909  1.235  2.322
H  1.307  -2.583  0.831
H  1.031  -4.111  1.695
H  2.140  -2.897  2.360
H  -0.683  -2.206  4.450
H  0.910  -2.969  4.359
H  -0.537  -3.888  3.908

The value obtained for the LUMO energy (alpha / beta) is -0.002 / -0.006 hartree. Its spin multiplicity is 4. The calculation puts the maximum force at 0.69 eV/A. The HOMO-LUMO gap (alpha / beta) comes out at 0.2592 / 0.2614 Ha. The total charge is 0.